Entry A
C19H28N8O2 in the gas phase, computed with ωB97M-V/def2-TZVPD.

```
57
Properties=species:S:1:pos:R:3
C -4.459 -1.347 0.895
C -3.316 -2.312 0.763
C -3.252 -3.472 1.524
N -2.274 -4.375 1.441
C -1.298 -4.141 0.572
C -1.245 -3.005 -0.234
C -0.078 -2.871 -1.170
O 0.624 -3.835 -1.419
N 0.118 -1.647 -1.739
C 1.289 -1.456 -2.596
C 1.144 -2.247 -3.892
C 1.520 0.016 -2.934
C 1.653 0.989 -1.761
N 0.417 1.805 -1.556
C -0.182 1.707 -0.275
O -0.893 0.776 0.039
C 0.190 2.812 0.698
C -0.099 4.215 0.135
C 1.274 4.738 -0.293
C 2.192 4.106 0.738
N 1.649 2.759 0.885
C 2.087 2.070 2.088
C 1.535 0.686 2.149
N 1.913 -0.323 1.339
N 1.145 -1.335 1.637
N 0.360 -0.929 2.605
C -0.628 -1.787 3.228
N 0.568 0.319 2.972
C -2.279 -2.089 -0.136
H -5.167 -1.464 0.072
H -5.005 -1.507 1.825
H -4.101 -0.317 0.880
H -4.037 -3.686 2.244
H -0.503 -4.873 0.500
H -0.254 -0.852 -1.234
H 2.165 -1.828 -2.052
H 2.028 -2.104 -4.516
H 1.028 -3.308 -3.690
H 0.271 -1.893 -4.446
H 2.445 0.044 -3.513
H 0.738 0.364 -3.620
H 1.904 0.451 -0.846
H 2.472 1.683 -1.954
H -0.278 1.446 -2.204
H -0.352 2.626 1.630
H -0.819 4.193 -0.682
H -0.511 4.839 0.930
H 1.520 4.367 -1.288
H 1.329 5.826 -0.297
H 3.236 4.060 0.424
H 2.146 4.663 1.688
H 3.177 2.021 2.075
H 1.780 2.601 3.002
H -1.592 -1.286 3.204
H -0.669 -2.709 2.659
H -0.337 -1.990 4.256
H -2.290 -1.198 -0.750
```

Calculated values
Structure (SMILES)   Cc1cncc(C(=O)N[C@@H](C)CCNC(=O)[C@@H]2CCCN2Cc2nnn(C)n2)c1
Highest occupied orbital energy   -9.05 eV
Spin multiplicity   1
E_LUMO   0.0245 hartree
Kohn-Sham gap   9.72 eV
Charge   0

Here is what Löwdin gives for the atomic charges, in e:
1 C -0.0448
2 C -0.2568
3 C -0.1222
4 N 0.0692
5 C -0.0987
6 C -0.1143
7 C -0.4420
8 O 0.0640
9 N 0.1226
10 C -0.3636
11 C -0.0512
12 C -0.1456
13 C -0.1729
14 N 0.0571
15 C -0.4012
16 O 0.0810
17 C -0.2258
18 C -0.1164
19 C -0.1625
20 C -0.1811
21 N -0.1116
22 C -0.1223
23 C -0.3601
24 N 0.0841
25 N 0.0907
26 N -0.2220
27 C 0.0141
28 N 0.1803
29 C 0.0182
30 H 0.0843
31 H 0.0755
32 H 0.0784
33 H 0.1131
34 H 0.1217
35 H 0.0877
36 H 0.1507
37 H 0.0810
38 H 0.0695
39 H 0.0845
40 H 0.1174
41 H 0.1179
42 H 0.0842
43 H 0.1070
44 H 0.1122
45 H 0.1446
46 H 0.1150
47 H 0.1148
48 H 0.1043
49 H 0.1100
50 H 0.1215
51 H 0.1219
52 H 0.1282
53 H 0.1261
54 H 0.0912
55 H 0.0666
56 H 0.0932
57 H 0.1114



Entry B
C19H28N8O2 in the gas phase, computed with ωB97M-V/def2-TZVPD.

```
57
Properties=species:S:1:pos:R:3
C 1.143 -2.215 -3.841
C 0.769 -0.759 -3.856
C 1.296 0.111 -4.805
N 1.012 1.405 -4.873
C 0.173 1.898 -3.969
C -0.413 1.133 -2.972
C -1.291 1.838 -1.977
O -1.284 3.060 -1.887
N -2.046 1.053 -1.184
C -2.810 1.580 -0.064
C -4.164 2.100 -0.524
C -2.950 0.508 1.013
C -1.631 0.025 1.604
N -0.851 -0.817 0.676
C -0.569 -2.154 1.080
O -1.082 -3.103 0.549
C 0.436 -2.384 2.209
C -0.282 -2.583 3.569
C 0.304 -1.501 4.491
C 1.641 -1.181 3.847
N 1.340 -1.259 2.422
C 2.500 -1.200 1.544
C 2.706 0.146 0.929
N 3.835 0.865 1.039
N 3.632 1.970 0.372
N 2.424 1.900 -0.110
C 1.843 2.939 -0.945
N 1.796 0.781 0.203
C -0.107 -0.222 -2.928
H 0.830 -2.708 -4.763
H 2.224 -2.340 -3.754
H 0.671 -2.731 -3.006
H 1.993 -0.260 -5.553
H -0.046 2.958 -4.028
H -1.888 0.059 -1.184
H -2.245 2.422 0.351
H -4.731 2.499 0.320
H -4.033 2.895 -1.256
H -4.747 1.297 -0.979
H -3.552 0.935 1.819
H -3.512 -0.349 0.624
H -1.022 0.890 1.884
H -1.831 -0.514 2.533
H 0.032 -0.347 0.500
H 0.980 -3.301 1.947
H -1.365 -2.513 3.486
H -0.059 -3.578 3.952
H -0.321 -0.608 4.500
H 0.408 -1.845 5.519
H 2.018 -0.190 4.103
H 2.412 -1.914 4.140
H 3.418 -1.449 2.087
H 2.399 -1.943 0.747
H 1.913 2.654 -1.992
H 0.798 3.069 -0.679
H 2.400 3.852 -0.768
H -0.514 -0.876 -2.165
```

Calculated values
Structure (SMILES)   Cc1cncc(C(=O)N[C@@H](C)CCNC(=O)[C@@H]2CCCN2Cc2nnn(C)n2)c1
Highest occupied orbital energy   -9.21 eV
Spin multiplicity   1
E_LUMO   0.0197 hartree
Kohn-Sham gap   9.74 eV
Charge   0

Here is what Löwdin gives for the atomic charges, in e:
1 C -0.0443
2 C -0.2475
3 C -0.1051
4 N 0.0775
5 C -0.1042
6 C -0.1171
7 C -0.4513
8 O 0.0371
9 N 0.1152
10 C -0.3735
11 C -0.0458
12 C -0.1473
13 C -0.1748
14 N 0.0362
15 C -0.4060
16 O 0.1167
17 C -0.2290
18 C -0.1064
19 C -0.1561
20 C -0.1781
21 N -0.1279
22 C -0.1119
23 C -0.3371
24 N 0.0724
25 N 0.0583
26 N -0.2257
27 C 0.0232
28 N 0.1655
29 C 0.0248
30 H 0.0837
31 H 0.0823
32 H 0.0749
33 H 0.1176
34 H 0.1220
35 H 0.1053
36 H 0.1443
37 H 0.0799
38 H 0.0778
39 H 0.0839
40 H 0.1196
41 H 0.1279
42 H 0.1250
43 H 0.1045
44 H 0.0617
45 H 0.1498
46 H 0.1082
47 H 0.1148
48 H 0.1041
49 H 0.1102
50 H 0.1249
51 H 0.1243
52 H 0.1223
53 H 0.1305
54 H 0.0849
55 H 0.0772
56 H 0.0933
57 H 0.1077



List of relative energies, unit kJ/mol: entry A 0.0; entry B 11.4



Entry A
A 2-piece molecular cluster, C4H14NO overall, computed with ωB97M-V/def2-TZVPD.

```
20
Properties=species:S:1:pos:R:3
C -1.172 0.072 1.865
C -1.130 -0.797 0.668
N -0.048 -0.222 -0.364
C 1.295 -0.271 0.386
C 2.257 0.131 -0.731
H -0.143 0.043 2.461
H -1.907 -0.348 2.505
H -1.473 1.105 1.558
H -0.608 -1.723 0.798
H -2.078 -0.782 0.150
H -0.271 0.829 -0.621
H 0.053 -0.693 -1.335
H 1.733 -1.260 0.868
H 1.060 0.530 1.163
H 3.209 -0.389 -0.544
H 1.856 0.081 -1.718
H 2.669 1.227 -0.647
H -1.519 1.574 -2.213
H -2.275 0.235 -2.224
O -1.507 0.659 -2.027
```

Calculated values
Highest occupied orbital energy   -15.69 eV
Spin multiplicity   1
E_LUMO   -0.1145 hartree
Kohn-Sham gap   12.57 eV
Charge   +1

Here is what Löwdin gives for the atomic charges, in e:
1 C -0.0886
2 C -0.1561
3 N -0.0558
4 C -0.1980
5 C -0.0923
6 H 0.1255
7 H 0.0776
8 H 0.1103
9 H 0.1147
10 H 0.1162
11 H 0.1840
12 H 0.1842
13 H 0.1766
14 H 0.1154
15 H 0.0845
16 H 0.0601
17 H 0.1237
18 H 0.0664
19 H 0.0285
20 O 0.0231



Entry B
A 3-piece molecular cluster, C4H14NO overall, computed with ωB97M-V/def2-TZVPD.

```
20
Properties=species:S:1:pos:R:3
C -1.532 -2.318 -1.132
C -1.702 -1.135 -2.152
N 0.128 1.283 0.114
C 0.405 1.669 1.472
C 1.943 1.887 1.709
H -2.131 -3.192 -1.464
H -0.427 -2.632 -0.864
H -1.994 -1.791 -0.260
H -2.217 -0.290 -1.597
H -2.543 -1.371 -2.847
H -0.793 -0.751 -2.837
H 0.497 1.925 -0.583
H 0.074 2.632 1.774
H 0.269 0.875 2.171
H 2.349 0.855 1.453
H 2.156 2.016 2.752
H 2.484 2.753 1.227
H 0.632 0.187 -0.009
H 1.587 -1.579 0.447
O 0.814 -1.021 0.626
```

Calculated values
Highest occupied orbital energy   -14.38 eV
Spin multiplicity   1
E_LUMO   -0.3682 hartree
Kohn-Sham gap   4.36 eV
Charge   +1

Here is what Löwdin gives for the atomic charges, in e:
1 C -0.1754
2 C -0.2020
3 N 0.2824
4 C -0.1906
5 C -0.0078
6 H 0.0717
7 H 0.0788
8 H 0.0584
9 H 0.0533
10 H 0.0639
11 H 0.1013
12 H 0.1430
13 H 0.1506
14 H 0.1188
15 H 0.1051
16 H 0.0894
17 H 0.1199
18 H 0.0983
19 H 0.0672
20 O -0.0262



List of relative energies, unit kJ/mol: entry A 0.0; entry B 630.8



Entry A
A 3-piece molecular cluster, C3H12NO2 overall, computed with ωB97M-V/def2-TZVPD.

```
18
Properties=species:S:1:pos:R:3
C 0.703 -0.796 1.907
C 0.808 -0.632 0.424
C 1.909 -0.699 -0.314
N -0.481 -0.750 -0.270
H 0.449 -1.819 2.193
H 1.710 -0.626 2.318
H -0.025 -0.120 2.352
H 1.872 -0.712 -1.387
H 2.866 -0.693 0.183
H -0.875 0.163 -0.502
H -1.167 -1.181 0.348
H -0.467 -1.256 -1.160
H -2.545 1.829 -0.159
H -2.482 1.959 1.354
O -2.112 1.455 0.618
H -0.577 1.260 -3.211
H 0.188 1.613 -1.971
O 0.227 1.004 -2.725
```

Calculated values
Highest occupied orbital energy   -14.52 eV
Spin multiplicity   1
E_LUMO   -0.1254 hartree
Kohn-Sham gap   11.11 eV
Charge   +1

Here is what Löwdin gives for the atomic charges, in e:
1 C -0.0268
2 C -0.3470
3 C 0.1227
4 N 0.2121
5 H 0.1004
6 H 0.1029
7 H 0.0859
8 H 0.0752
9 H 0.0917
10 H 0.1043
11 H 0.1670
12 H 0.1749
13 H 0.0582
14 H 0.0698
15 O -0.0469
16 H 0.0618
17 H 0.0438
18 O -0.0499



Entry B
A 3-piece molecular cluster, C3H12NO2 overall, computed with ωB97M-V/def2-TZVPD.

```
18
Properties=species:S:1:pos:R:3
C -1.945 0.908 -0.834
C -0.838 1.176 0.171
C 1.017 -0.132 1.057
N -0.081 -0.120 0.426
H -2.681 0.184 -0.484
H -1.517 0.421 -1.714
H -2.423 1.848 -1.076
H -1.171 1.512 1.146
H -0.077 1.777 -0.319
H 1.414 -1.090 1.362
H 1.556 0.784 1.271
H -0.606 -0.998 0.355
H 3.901 0.279 -1.239
H 4.335 1.228 -0.131
O 3.555 0.870 -0.569
H -1.797 -3.040 0.896
H -1.380 -3.042 -0.578
O -1.262 -2.566 0.259
```

Calculated values
Highest occupied orbital energy   -15.04 eV
Spin multiplicity   1
E_LUMO   -0.1528 hartree
Kohn-Sham gap   10.89 eV
Charge   +1

Here is what Löwdin gives for the atomic charges, in e:
1 C -0.0693
2 C -0.1485
3 C 0.1523
4 N 0.0476
5 H 0.0806
6 H 0.0887
7 H 0.0880
8 H 0.1317
9 H 0.1289
10 H 0.1247
11 H 0.1161
12 H 0.0840
13 H 0.0419
14 H 0.0496
15 O -0.0549
16 H 0.0756
17 H 0.0879
18 O -0.0251



List of relative energies, unit kJ/mol: entry A 17.5; entry B 0.0



Entry A
A 2-piece molecular cluster, C3H12NO2 overall, computed with ωB97M-V/def2-TZVPD.

```
18
Properties=species:S:1:pos:R:3
C 0.397 0.878 0.177
C 0.412 0.084 -1.141
C 1.598 -0.838 -1.098
O -0.826 -0.630 -1.123
N -1.021 1.338 0.457
H 0.779 0.318 1.013
H 0.993 1.774 0.019
H 0.380 0.777 -1.984
H 2.502 -0.364 -0.704
H 1.900 -1.300 -2.040
H 1.407 -1.691 -0.444
H -1.049 -0.994 -1.974
H -1.500 0.535 0.904
H -1.411 1.596 -0.443
H -0.976 1.992 1.233
H -1.915 -1.517 2.435
H -0.499 -0.879 2.678
O -1.171 -1.079 2.036
```

Calculated values
Highest occupied orbital energy   -14.85 eV
Spin multiplicity   1
E_LUMO   -0.1206 hartree
Kohn-Sham gap   11.57 eV
Charge   +1

Here is what Löwdin gives for the atomic charges, in e:
1 C -0.0986
2 C -0.4012
3 C -0.0357
4 O -0.0323
5 N 0.1913
6 H 0.1204
7 H 0.1408
8 H 0.1529
9 H 0.0949
10 H 0.0936
11 H 0.0993
12 H 0.1089
13 H 0.1232
14 H 0.1674
15 H 0.1711
16 H 0.0656
17 H 0.0536
18 O -0.0152



Entry B
A 3-piece molecular cluster, C3H12NO2 overall, computed with ωB97M-V/def2-TZVPD.

```
18
Properties=species:S:1:pos:R:3
C -1.901 -0.286 -1.620
C -0.387 -0.746 -1.719
C 1.897 0.296 -0.956
N 0.615 -0.023 -0.769
H -2.188 -0.031 -2.755
H -2.360 -1.239 -1.391
H -1.961 0.580 -0.956
H -0.540 -1.809 -1.849
H 0.067 -0.554 -2.727
H 2.509 1.033 -0.281
H 2.505 0.124 -1.831
H 0.049 0.311 0.141
H 2.728 -0.456 1.938
H 1.179 -0.504 2.295
O 1.767 -0.068 1.758
H -1.753 -0.002 2.934
H -2.276 0.827 1.720
O -1.757 0.855 2.482
```

Calculated values
Highest occupied orbital energy   -15.08 eV
Spin multiplicity   1
E_LUMO   -0.1865 hartree
Kohn-Sham gap   10.00 eV
Charge   +1

Here is what Löwdin gives for the atomic charges, in e:
1 C -0.0548
2 C -0.1691
3 C 0.1577
4 N 0.0378
5 H 0.1376
6 H 0.0650
7 H 0.0626
8 H 0.1109
9 H 0.1212
10 H 0.1528
11 H 0.1084
12 H 0.1958
13 H 0.1453
14 H -0.0132
15 O -0.0765
16 H 0.0552
17 H -0.0139
18 O -0.0228



List of relative energies, unit kJ/mol: entry A 0.0; entry B 292.6